The following is a DFT calculation (ωB97M-V with the def2-TZVPD basis set) of a molecular structure, C5H9NO in a non-equilibrium geometry.

Orbital gap (eV): 10.69
Relative energy (zero: lowest compared OMol25 entry of this formula, charge and spin) (eV): 2.622
Multiplicity: 1
Maximum force (Eh/bohr): 0.022

Cartesian coordinates (Å):
C  0.9633  -1.1405  1.0064
C  0.1217  -0.2756  0.0573
C  -0.0061  1.1808  0.7006
C  0.5635  -0.2219  -1.3997
O  -0.7194  0.3436  -1.7504
C  -1.2562  -0.0871  -0.5433
N  -2.4339  -0.0141  -0.1227
H  1.2881  -2.1261  0.6495
H  1.8964  -0.5683  1.1379
H  0.5450  -1.2823  2.0054
H  -0.4960  1.0314  1.6701
H  0.9928  1.5908  0.7618
H  -0.6567  1.9131  0.1955
H  0.6106  -1.1812  -1.9306
H  1.4661  0.3577  -1.6123
H  -3.0259  0.2892  -0.8923

Forces on the atoms, in the same order (eV/Å):
-0.2000 -0.0410 0.1120
0.0148 1.1081 0.3316
0.7552 -0.0745 0.1753
0.3749 0.0841 0.0457
-0.5856 -0.1650 -0.2980
-0.5948 -0.8470 -0.1220
0.1702 -0.6511 -0.4403
-0.4793 0.2155 -0.2906
-0.2515 -0.1125 0.0388
-0.1754 0.1275 -0.1687
0.4945 0.0394 -0.0204
0.2853 0.3242 0.5071
0.4926 -0.5575 -0.1961
0.3293 -0.0437 0.5131
-0.3956 0.3754 -0.2693
-0.2346 0.2181 0.0818

The following is a DFT calculation (ωB97M-V with the def2-TZVPD basis set) of C5H9NO in the gas phase in a non-equilibrium geometry.

SMILES: C[C@H]1N[C@H]1[C@H]1CO1
Orbital gap (eV): 9.75
Relative energy (zero: lowest compared OMol25 entry of this formula, charge and spin) (eV): 4.957
Multiplicity: 1
Maximum force (Eh/bohr): 0.057

Cartesian coordinates (Å):
C  0.3067  1.6625  -1.1822
C  0.6662  1.3367  0.2496
N  -0.3417  0.8978  1.2147
C  0.6838  -0.0605  0.7776
C  0.3228  -1.2508  -0.0642
C  -1.0175  -2.0293  0.2662
O  -0.8723  -1.1410  -0.7926
H  1.1863  1.5530  -1.8258
H  -0.0483  2.6960  -1.2702
H  -0.4735  0.9978  -1.5597
H  1.3893  2.0279  0.6893
H  -1.2066  0.7009  0.7095
H  1.4347  -0.2861  1.5326
H  0.6212  -2.2862  0.1463
H  -1.1941  -3.0532  -0.1033
H  -1.4569  -1.7656  1.2122

Forces on the atoms, in the same order (eV/Å):
-0.0448 -0.0547 -0.0061
0.2251 -0.0707 -0.1757
-0.2394 -0.0575 0.0262
0.1541 -0.3005 0.0217
-1.0017 -0.8320 1.5368
-1.0882 0.4599 0.2169
-0.1249 -0.1742 -0.5429
-0.1089 0.0367 0.0798
0.0694 -0.1540 0.0683
0.1174 0.1046 0.0361
-0.1185 -0.2109 -0.0723
0.1066 0.0057 0.0419
-0.1445 -0.0198 -0.0448
2.4209 0.3939 -1.6143
0.4476 0.3386 0.5326
-0.6701 0.5349 -0.1044

The following is a DFT calculation (ωB97M-V with the def2-TZVPD basis set) of 2 unconnected molecules or ions with the total composition C5H9NO in a non-equilibrium geometry.

SMILES: C=C[C@@H](C)N=C=O.[H][H]
Orbital gap (eV): 10.72
Relative energy (zero: lowest compared OMol25 entry of this formula, charge and spin) (eV): 3.204
Multiplicity: 1
Maximum force (Eh/bohr): 0.020

Cartesian coordinates (Å):
C  -0.3873  -1.5730  -0.4796
C  0.6146  -0.7115  -0.6369
C  0.5030  0.7896  -0.4040
C  -0.8242  1.4277  -0.7873
N  0.8274  0.9235  1.0518
C  1.4643  -0.0300  1.4854
O  2.0898  -0.8943  1.9637
H  -0.2250  -2.6090  -0.1922
H  -1.4226  -1.2725  -0.5814
H  1.6247  -1.1010  -0.7397
H  1.3027  1.3395  -0.9088
H  -1.6803  0.9540  -0.2993
H  -0.9528  1.3333  -1.8719
H  -0.8295  2.4926  -0.5376
H  -0.9212  -0.2112  1.5936
H  -1.1835  -0.8578  1.3442

Forces on the atoms, in the same order (eV/Å):
0.1840 -0.0234 -0.6532
-0.3490 -0.2473 -0.6627
-0.0117 -0.1579 -0.5522
-0.0295 -0.0234 0.0547
0.6253 -0.3763 0.0151
0.5474 0.3159 0.8087
-0.4891 0.6073 -0.0777
0.1403 -0.0126 -0.6616
0.0441 0.0884 0.3117
0.0133 0.0955 0.3741
-0.1013 -0.1796 -0.1671
0.1724 0.0717 -0.0206
0.0184 0.0017 0.1861
0.0389 -0.1699 0.0365
-0.4994 -0.1418 0.3955
-0.3039 0.1516 0.6127

The following is a DFT calculation (ωB97M-V with the def2-TZVPD basis set) of C5H9NO in the gas phase.

SMILES: C[C@H]1N[C@H]1[C@H]1CO1
Orbital gap (eV): 10.52
Relative energy (zero: lowest compared OMol25 entry of this formula, charge and spin) (eV): 3.013
Multiplicity: 1
Maximum force (Eh/bohr): 0.006

Cartesian coordinates (Å):
C  1.0776  -1.7547  -0.3395
C  -0.0055  -1.3628  0.6352
N  0.2138  -0.3277  1.6342
C  -0.7122  -0.0582  0.5324
C  -0.3230  0.9297  -0.5326
C  -0.9048  2.2701  -0.5698
O  0.4179  2.0715  -0.1035
H  0.6486  -2.2182  -1.2351
H  1.7596  -2.4793  0.1172
H  1.6693  -0.8899  -0.6586
H  -0.5855  -2.2033  1.0159
H  1.0874  0.1673  1.4609
H  -1.7532  -0.0062  0.8497
H  0.0370  0.5206  -1.4763
H  -0.9931  2.7948  -1.5200
H  -1.6338  2.5464  0.1899

Forces on the atoms, in the same order (eV/Å):
0.0416 0.0303 -0.0164
-0.0730 -0.2011 -0.1373
0.2008 0.1167 0.1207
-0.1992 0.0827 -0.1112
-0.0373 -0.2556 -0.0493
-0.2946 0.1066 -0.1005
0.2405 0.0754 0.0835
0.0418 0.0450 0.1182
-0.0811 0.1097 -0.0470
-0.0665 -0.1002 0.0698
0.0761 0.1302 -0.0493
-0.0767 -0.0528 0.0061
0.1475 -0.0219 -0.0775
-0.0526 0.0161 0.1039
0.0252 -0.0611 0.1290
0.1077 -0.0199 -0.0427

Question: What is the formula in the fourth record?
Answer: C5H9NO